Record 1
Formula: C88H208N18O29
Source: the OMol25 dataset
Level of theory: ωB97M-V/def2-TZVPD

- charge = +4
- total energy (eV) = -180760.0475

Last column: Löwdin charge in e.
CARTESIAN COORDINATES (ANGSTROEM)
O1 4.8538 -4.8229 -2.7542  -0.03
O2 -1.9755 -1.3274 3.7220  -0.02
O3 1.3101 -6.8395 -4.6454  -0.17
O4 1.2544 -6.1749 2.9914  -0.06
O5 6.1212 -3.8349 -1.4129  -0.04
O6 1.7391 4.3900 1.5794  -0.07
O7 -5.8685 2.0629 -1.4723  -0.06
O8 2.6248 -0.6620 9.3421  -0.22
O9 1.1581 4.1629 -0.4439  -0.05
O10 -3.1467 -6.4133 6.1141  -0.22
O11 -7.9330 -4.8282 -3.0161  -0.20
O12 -0.4297 -2.1013 -7.2374  -0.20
O13 -6.1242 3.8289 -0.3328  -0.05
O14 6.4471 -7.1499 2.4142  -0.18
O15 -3.4157 0.1887 3.2924  0.02
O16 0.5316 5.9163 0.5696  -0.04
O17 2.1248 -1.8974 4.3793  -0.19
O18 -2.6007 -3.9776 -0.7135  -0.04
O19 2.6938 -1.0478 -3.5857  -0.05
O20 3.2154 -6.5583 3.6368  -0.07
O21 1.9527 -9.3358 1.6454  -0.20
O22 2.5955 1.0204 -3.0270  -0.06
O23 5.2113 -5.6806 -0.8561  -0.06
O24 4.4524 0.0493 -3.2970  -0.03
O25 -1.5521 -4.8547 -2.3133  -0.03
O26 1.5176 -7.1212 4.9114  -0.03
O27 -1.4153 0.6439 3.5020  -0.07
O28 -2.0166 -2.7967 -2.4046  -0.05
O29 -5.0316 3.9276 -2.1175  -0.07
N1 3.2140 0.0300 -3.3243  -0.69
N2 -6.1125 -2.3218 -1.7169  -0.19
N3 1.3626 -0.5256 6.9483  0.09
N4 -5.6859 3.2673 -1.3316  -0.68
N5 1.9716 -6.6700 3.8261  -0.60
N6 -3.0371 -6.4781 3.0005  -0.21
N7 0.0518 4.7805 5.2152  -0.20
N8 1.1438 4.8378 0.5721  -0.61
N9 -4.6702 8.0321 -0.0271  -0.21
N10 2.4244 0.7947 -7.8756  -0.19
N11 -2.0517 -3.8565 -1.7963  -0.64
N12 5.2184 1.7325 1.1835  -0.24
N13 -2.2921 -0.1769 3.5150  -0.69
N14 0.9110 6.1840 -3.9467  -0.20
N15 5.4202 -4.8190 -1.6867  -0.66
N16 -0.1456 0.4700 -0.3257  -0.14
N17 4.1276 -7.6338 0.9622  0.11
N18 1.0348 -4.0239 -5.7921  0.08
C1 -5.2037 -1.5515 -0.6994  -0.16
C2 2.2634 5.9130 -3.2460  -0.10
C3 -2.8467 7.1829 1.3204  -0.13
C4 4.6858 -0.8680 1.0896  -0.13
C5 0.5882 0.1969 8.0579  -0.04
C6 -5.4653 -1.8741 0.7615  -0.04
C7 0.7535 -9.8469 2.2195  -0.06
C8 1.0922 7.5733 -4.6637  0.05
C9 -8.8135 -5.4696 -2.1022  -0.10
C10 0.4803 5.1553 -4.9857  -0.10
C11 4.3412 0.5589 1.7245  -0.07
C12 0.4676 -0.6291 5.7034  -0.08
C13 -4.3990 -7.0528 3.4814  0.04
C14 0.5065 -7.6029 -3.7204  -0.07
C15 -3.8968 6.9390 -0.8563  -0.09
C16 -1.8172 -4.2594 2.3974  -0.06
C17 1.8107 -5.6822 -3.9876  -0.20
C18 -5.0286 9.3044 -0.8758  -0.08
C19 -1.8775 -6.7807 4.0072  -0.05
C20 1.9156 -0.0665 -9.0869  0.05
C21 -5.9726 10.2678 -3.1197  -0.23
C22 1.1201 5.6597 7.3411  -0.20
C23 5.8796 -8.3635 2.6136  -0.27
C24 -0.4899 1.3794 -1.5611  -0.10
C25 -5.1152 -0.6769 -3.4728  -0.06
C26 -0.4397 0.7553 -5.2142  -0.28
C27 -7.5672 -1.8078 -1.5877  0.05
C28 5.0857 -8.8157 1.3804  -0.04
C29 -3.6970 -6.7344 0.4181  -0.05
C30 -1.8914 -6.0887 5.4205  -0.12
C31 2.5035 2.2924 -8.1900  -0.13
C32 1.8680 -4.4240 0.1278  -0.07
C33 -4.8001 11.1092 -3.6962  -0.10
C34 6.7505 1.4921 1.3610  -0.05
C35 -6.2014 -3.9202 -1.4452  -0.03
C36 -3.8353 8.3851 1.2203  -0.07
C37 -2.2872 4.9716 4.4346  -0.13
C38 3.0866 -8.0927 -0.1239  -0.04
C39 0.0470 -3.1187 -5.1243  -0.10
C40 1.7315 -8.5334 0.5016  -0.21
C41 3.8183 -0.5263 10.0724  -0.08
C42 -1.7075 2.1287 -1.1831  -0.15
C43 1.2911 -0.7397 4.4319  -0.22
C44 -2.3352 1.3995 0.0123  -0.13
C45 5.0326 -3.2846 1.5841  -0.10
C46 1.6304 0.4854 -6.5439  -0.07
C47 1.3458 5.2528 8.7968  -0.25
C48 6.7130 -6.2413 3.5599  -0.02
C49 4.7249 1.3935 -8.7681  -0.11
C50 -6.5180 -4.8675 -2.6418  -0.15
C51 -1.0337 -2.7018 -6.1008  -0.19
C52 -0.2900 3.5152 4.3949  -0.12
C53 6.2511 3.8366 1.9034  -0.13
C54 3.8746 6.2740 -1.3146  -0.24
C55 1.6505 0.4279 9.2479  -0.14
C56 -5.5884 -2.1338 -3.1675  -0.13
C57 1.3980 -3.0510 3.8867  -0.06
C58 0.7509 5.7948 4.2561  0.06
C59 -5.5298 8.9913 -2.3370  -0.16
C60 2.6833 6.8904 -2.1264  -0.15
C61 -2.5852 6.7203 -0.1316  -0.15
C62 4.4350 -2.0155 2.0761  -0.25
C63 7.3985 2.8087 1.9863  -0.11
C64 2.2235 -4.5458 -4.9540  -0.03
C65 -6.0963 7.3649 0.2958  0.07
C66 -1.2857 -1.9210 -8.3175  -0.11
C67 0.7433 -2.0326 -0.0336  -0.15
C68 4.9224 2.0545 -0.3034  0.06
C69 1.8853 6.3869 9.6793  -0.09
C70 -1.5843 0.1093 0.1107  -0.09
C71 -3.1080 -4.9256 2.8428  -0.13
C72 0.7280 -0.7829 -0.9154  -0.08
C73 0.1763 1.0328 -6.5448  -0.17
C74 -0.3127 6.2644 -2.9965  -0.09
C75 -2.6818 -7.0670 1.5999  -0.11
C76 -3.1086 -6.1769 7.5002  -0.11
C77 -1.8728 1.0958 -5.0825  -0.08
C78 0.9208 4.4329 6.4583  -0.12
C79 3.7687 2.6074 -8.9489  -0.15
C80 3.9891 0.4919 -7.7306  -0.04
C81 -0.8886 4.6948 -4.5762  -0.17
C82 1.6908 -3.1488 -0.6930  -0.18
C83 5.0564 5.8150 -2.1353  -0.11
C84 0.7069 1.1101 0.8003  0.04
C85 -1.3837 5.2440 5.6341  -0.07
C86 -1.5477 5.8280 -3.8146  -0.12
C87 4.9423 2.9626 2.0455  -0.10
C88 -1.5845 3.8471 3.6064  -0.12
H1 -1.5099 4.3286 -5.3936  0.12
H2 2.3338 -4.1911 1.0854  0.06
H3 -2.0996 -3.2951 1.9749  0.07
H4 -2.3474 2.3012 -2.0485  0.12
H5 -1.7399 -0.9331 -8.2408  0.09
H6 3.7171 -7.2673 1.8091  0.10
H7 -5.0757 11.9625 -4.3159  0.08
H8 0.5432 -4.7850 -6.2383  0.17
H9 1.9158 0.1475 4.3286  0.12
H10 -1.5767 -3.5866 -6.4332  0.13
H11 -4.1673 -1.7487 -0.9736  0.10
H12 1.7078 5.3287 4.0211  0.10
H13 -0.2096 5.5940 -2.1433  0.11
H14 -0.7596 -2.0909 -9.2568  0.09
H15 -5.7901 9.7824 -0.2596  0.13
H16 1.8508 3.9023 6.2542  0.14
H17 2.4176 -5.1560 -0.4640  0.06
H18 0.3964 3.1445 3.6337  0.11
H19 -6.4078 -2.4403 -3.8176  0.13
H20 -8.8073 -5.1345 -1.0650  0.08
H21 7.1497 1.3873 0.3521  0.13
H22 -1.0314 -6.3888 6.0192  0.12
H23 3.6289 -0.1645 11.0830  0.10
H24 0.1952 1.2645 -4.4892  0.10
H25 7.0554 -5.2532 3.2524  0.08
H26 4.2457 3.5025 -8.5496  0.12
H27 -3.9584 -4.7615 2.1810  0.11
H28 4.7184 -6.9017 0.5945  0.10
H29 3.8586 2.2823 -0.3699  0.09
H30 -4.5209 8.5159 2.0575  0.13
H31 -0.4151 -7.0501 -3.5383  0.07
H32 7.4705 2.5639 3.0460  0.11
H33 1.1457 -5.2119 -3.2632  0.10
H34 -2.3051 5.4564 -3.1245  0.11
H35 1.4705 -1.4567 7.3246  0.17
H36 3.5477 2.8460 -9.9893  0.12
H37 -0.2682 -2.4334 0.0309  0.09
H38 -2.1702 5.7244 -0.2870  0.11
H39 -1.7305 -2.0774 -5.5417  0.13
H40 4.6693 -3.6450 0.6217  0.05
H41 2.9255 -7.2156 -0.7507  0.09
H42 -5.2282 -2.9274 0.9108  0.06
H43 1.9032 4.3250 8.9256  0.10
H44 2.3832 0.0706 -10.0619  0.12
H45 3.9856 -0.5960 -7.7976  0.13
H46 1.9046 -1.1049 -8.7555  0.10
H47 0.2603 3.7817 7.0310  0.11
H48 2.2296 -0.0306 6.7953  0.17
H49 0.7029 -2.8722 3.0663  0.07
H50 -5.1791 -4.1349 -1.1342  0.10
H51 -3.3057 4.7765 4.7704  0.12
H52 -4.8773 -0.4453 -4.5110  0.08
H53 -2.0814 6.5888 -4.3842  0.12
H54 -0.6708 0.7255 -2.4143  0.11
H55 -1.7146 -7.8510 3.8806  0.13
H56 2.6817 -2.7083 -0.8036  0.10
H57 4.4708 0.2159 9.6125  0.09
H58 -4.4459 -8.1418 3.4776  0.11
H59 6.2664 4.4990 2.7689  0.12
H60 0.3130 2.0963 -1.7325  0.11
H61 5.4845 6.6084 -2.7480  0.08
H62 2.1177 1.4104 9.1811  0.10
H63 -2.0745 2.1296 -4.8020  0.06
H64 4.0547 -0.9543 0.2051  0.10
H65 4.7086 2.7823 3.0948  0.13
H66 8.2804 2.9849 1.3704  0.12
H67 4.5595 0.5770 2.7922  0.11
H68 4.9971 -4.1409 2.2577  0.07
H69 4.5499 -9.7250 1.6529  0.12
H70 3.6161 5.3301 -0.8347  0.08
H71 2.1429 6.0265 10.6752  0.08
H72 1.2781 8.2542 -3.8331  0.09
H73 -4.7156 -2.7393 -3.4118  0.11
H74 1.0579 -7.7264 0.7899  0.10
H75 3.3364 0.9607 1.5943  0.10
H76 0.5420 -2.1990 -4.8126  0.11
H77 -0.9943 -6.3501 3.5354  0.08
H78 3.4108 -2.1982 2.4012  0.08
H79 -6.4392 8.4041 -2.2096  0.11
H80 -3.4180 -4.5607 3.8220  0.13
H81 -0.3502 -0.2628 8.3680  0.14
H82 -4.9937 -6.8434 2.5923  0.07
H83 0.8780 -3.4256 4.7683  0.09
H84 4.2100 0.8607 -6.7289  0.13
H85 1.8897 7.6980 -5.3963  0.12
H86 -4.8717 -6.5463 4.3229  0.10
H87 0.7844 0.4126 1.6343  0.07
H88 -2.6855 -8.1560 1.6468  0.13
H89 -2.5313 5.8784 3.8812  0.08
H90 1.7195 -0.3817 -1.1255  0.10
H91 -6.5283 -1.8514 1.0015  0.08
H92 -2.3509 0.9201 -6.0461  0.09
H93 -3.9811 -6.6880 7.9073  0.10
H94 -6.3094 -5.8846 -2.3100  0.12
H95 1.1771 7.2014 9.8313  0.08
H96 0.3638 1.2020 7.7008  0.10
H97 0.0600 6.0256 3.4452  0.09
H98 -7.7060 -0.8182 -2.0231  0.11
H99 -0.2931 -1.4074 5.7640  0.14
H100 -3.3489 6.4916 1.9972  0.10
H101 0.7598 6.7430 4.7936  0.10
H102 -1.6918 4.5698 6.4333  0.14
H103 4.7319 0.9519 -9.7646  0.11
H104 0.9473 -7.8348 -2.7509  0.08
H105 -3.3960 1.2250 -0.1672  0.11
H106 5.6756 1.7626 -8.3835  0.12
H107 4.9206 -1.6982 2.9989  0.11
H108 3.6009 -8.8778 -0.6781  0.13
H109 -3.6986 7.4582 -1.7940  0.10
H110 -3.2531 9.2874 1.0331  0.13
H111 -1.2931 6.3025 5.8778  0.13
H112 5.0887 1.1052 -0.8126  0.09
H113 6.8211 0.6490 2.0481  0.13
H114 -4.1520 10.4651 -4.2904  0.06
H115 -3.1804 -5.1197 7.7555  0.09
H116 -1.2572 4.1610 2.6153  0.10
H117 1.2361 4.3702 -4.9676  0.13
H118 -7.7266 -1.8737 -0.5115  0.09
H119 -5.8716 -4.7852 -3.5156  0.12
H120 -0.7391 3.7917 -3.9846  0.10
H121 0.1978 -10.4483 1.5001  0.09
H122 1.9503 7.2685 -1.4137  0.11
H123 -6.5038 7.0748 -0.6726  0.10
H124 4.0405 3.4728 1.7073  0.10
H125 -0.3463 -0.2947 -4.9371  0.09
H126 5.8376 5.3473 -1.5360  0.07
H127 6.1167 -3.1861 1.5296  0.09
H128 -1.7242 -6.6554 1.2810  0.11
H129 -6.4948 10.9960 -2.4991  0.11
H130 -2.2542 -6.6562 7.9781  0.09
H131 -5.9465 6.5240 0.9730  0.10
H132 0.8604 0.1732 -9.2177  0.09
H133 -4.1711 -0.4046 -3.0009  0.06
H134 -1.9402 7.3465 -0.7479  0.10
H135 -3.3570 -7.0920 -0.5538  0.09
H136 -4.0825 9.8432 -0.9288  0.12
H137 7.4675 -6.6233 4.2476  0.08
H138 -6.6484 9.8583 -3.8705  0.11
H139 1.1478 -10.3476 3.1038  0.11
H140 -1.9657 -0.5686 -0.6530  0.12
H141 0.9256 -4.8361 0.4884  0.06
H142 0.3593 5.5967 -5.9749  0.13
H143 6.5620 -9.1654 2.8952  0.13
H144 6.3648 4.3340 0.9401  0.10
H145 2.1583 0.6903 -5.6126  0.11
H146 2.3993 2.9585 -7.3335  0.12
H147 4.2468 -1.5285 10.0823  0.11
H148 4.2304 6.8394 -0.4533  0.12
H149 -2.1764 2.9320 3.5840  0.10
H150 -3.9340 -5.6780 0.2920  0.03
H151 1.1878 0.6018 10.2193  0.13
H152 1.0214 -1.6001 0.9275  0.09
H153 -1.4569 -4.7010 1.4682  0.06
H154 0.2232 6.2754 7.2725  0.11
H155 1.5996 -3.5173 -6.4587  0.16
H156 2.1293 -3.7993 3.5812  0.08
H157 -4.7251 8.5605 -2.9329  0.10
H158 2.8429 -4.9432 -5.7581  0.14
H159 1.6437 -0.6007 -6.4532  0.11
H160 -2.2645 0.4902 -4.2652  0.07
H161 2.8932 6.6888 9.3946  0.08
H162 -8.6398 -6.5452 -2.1335  0.09
H163 2.9960 5.7745 -4.0410  0.13
H164 5.5351 2.8410 -0.7441  0.10
H165 -5.3632 -0.4808 -0.8268  0.11
H166 5.6613 -9.0513 0.4853  0.13
H167 5.6970 -0.7985 0.6888  0.12
H168 2.6193 -6.1066 -3.3925  0.12
H169 0.1251 -8.9909 2.4654  0.06
H170 -0.3788 -3.5309 -4.2095  0.11
H171 5.2314 -8.3556 3.4899  0.12
H172 -1.8111 -5.0028 5.3720  0.11
H173 -4.8080 -1.2480 1.3650  0.08
H174 -4.2731 11.5678 -2.8595  0.07
H175 3.0889 7.7738 -2.6195  0.11
H176 2.6797 -3.6550 -4.5223  0.13
H177 0.1490 -8.5601 -4.0999  0.09
H178 -2.2994 1.9050 0.9773  0.11
H179 -0.0204 0.3452 5.6788  0.10
H180 0.2342 -1.1261 -1.8245  0.11
H181 1.8284 6.2780 6.7896  0.12
H182 -6.6354 8.1678 0.7987  0.10
H183 -5.8691 0.0355 -3.1377  0.06
H184 -4.6123 -7.2850 0.6349  0.06
H185 -0.4480 7.2489 -2.5487  0.12
H186 -1.5058 -0.3688 1.0871  0.12
H187 -1.3429 3.0662 -0.7635  0.10
H188 4.7409 5.0357 -2.8290  0.07
H189 -8.1840 -2.3782 -2.2822  0.10
H190 0.1873 2.1004 -6.7647  0.11
H191 -6.8797 -4.0774 -0.6066  0.12
H192 0.6937 -0.6935 3.5214  0.09
H193 -1.0200 -4.1091 3.1255  0.06
H194 0.2404 2.0446 1.1119  0.09
H195 1.5791 2.4426 -8.7478  0.13
H196 -2.0542 -2.6810 -8.4584  0.10
H197 0.4013 4.9081 9.2177  0.11
H198 5.7569 -6.2759 4.0823  0.07
H199 1.2833 -3.3121 -1.6907  0.09
H200 1.2493 -9.0858 -0.3049  0.12
H201 -9.8599 -5.3947 -2.3980  0.10
H202 2.0892 4.9511 -2.7639  0.12
H203 -1.8831 7.4516 1.7534  0.11
H204 -4.4993 6.0349 -0.9443  0.10
H205 0.1016 7.8804 -4.9991  0.10
H206 1.6695 1.3955 0.3761  0.07
H207 -0.4777 2.5680 4.9006  0.10
H208 -0.4283 0.6392 -7.3619  0.09

---

Record 2
Formula: C4H7NO2
Source: the OMol25 dataset
Level of theory: ωB97M-V/def2-TZVPD

- relative energy (zero: lowest compared OMol25 entry of this formula, charge and spin) (kJ/mol) = 269.80
- charge = 0

Last column: natural (NBO) charge in e.
CARTESIAN COORDINATES (ANGSTROEM)
O1 -0.9386 -0.2976 1.6851  -0.68
O2 1.7078 0.3694 0.9658  -0.60
N1 1.0792 -1.3436 -0.4084  -0.48
C1 -1.5109 0.3199 0.6487  0.16
C2 0.2228 -0.9466 -1.2476  0.04
C3 -1.0495 1.3277 -0.0654  -0.56
C4 1.9890 -0.5415 0.2021  0.53
H1 -2.5442 0.0669 0.5658  0.17
H2 -1.6095 1.8065 -0.8383  0.21
H3 -0.5391 -1.6438 -1.5524  0.18
H4 -0.1785 1.8806 0.1940  0.21
H5 3.0221 -0.8322 0.0446  0.13
H6 0.0140 -0.1112 1.6495  0.50
H7 0.3355 -0.0546 -1.8433  0.17